C14H103BrGaI2O42 | ωB97M-V/def2-TZVPD

Last column: Löwdin charge in e.
Geometry (Å):
C: -2.153 -1.188 1.509  0.080
C: -1.652 -0.253 0.933  -0.265
C: -1.154 0.871 0.197  -0.173
Ga: 0.114 0.140 -1.253  0.346
C: -0.879 -1.384 -2.148  -0.204
C: -2.127 -0.752 -2.769  -0.248
O: -3.267 -0.946 -1.908  0.024
C: -4.269 -0.102 -2.076  -0.509
O: -4.195 0.915 -2.734  0.073
C: -5.532 -0.491 -1.388  -0.118
C: -6.230 0.737 -0.786  -0.081
C: 1.805 -0.434 -0.278  -0.635
Br: 3.265 -0.782 -1.551  0.753
C: 2.169 0.617 0.779  -0.351
C: 3.637 0.736 1.142  -0.168
C: 0.486 1.517 -2.750  -0.782
I: 1.043 0.505 -4.547  0.874
C: 1.509 2.532 -2.289  -0.819
C: 0.714 3.698 -1.657  -0.154
I: 2.731 3.318 -3.947  0.809
H: -2.504 -1.959 2.152  0.044
H: -0.612 1.501 0.899  0.056
H: -2.006 1.395 -0.233  0.066
H: -1.173 -2.118 -1.396  0.039
H: -0.281 -1.863 -2.916  0.021
H: -1.969 0.314 -2.899  0.076
H: -2.334 -1.184 -3.748  0.101
H: -6.174 -0.946 -2.140  0.110
H: -5.336 -1.227 -0.614  0.116
H: -7.039 1.028 -1.442  0.035
H: -6.660 0.476 0.172  0.042
H: -5.559 1.573 -0.623  0.078
H: 1.601 -1.397 0.179  0.019
H: 1.761 1.592 0.507  0.067
H: 1.648 0.295 1.678  0.075
H: 4.243 1.103 0.319  0.034
H: 3.751 1.459 1.949  0.059
H: 4.024 -0.213 1.505  0.045
H: -0.443 2.006 -3.015  0.016
H: 2.220 2.115 -1.588  0.017
H: 0.933 4.624 -2.177  0.039
H: -0.343 3.488 -1.744  0.038
H: 0.994 3.802 -0.611  0.071
O: 6.203 1.553 -2.313  -0.082
H: 5.474 0.923 -2.282  -0.028
H: 5.827 2.302 -2.788  -0.003
O: 6.191 1.051 2.600  -0.047
H: 6.977 0.659 3.003  0.003
H: 6.335 0.959 1.652  0.059
O: -4.693 0.259 2.975  -0.063
H: -3.947 0.085 2.378  0.019
H: -5.418 0.515 2.384  0.035
O: 0.996 -2.111 2.791  -0.048
H: 0.325 -1.526 2.404  0.014
H: 0.496 -2.674 3.394  0.071
O: -4.199 -1.436 5.283  -0.066
H: -4.927 -1.997 4.989  0.022
H: -4.315 -0.636 4.750  0.010
O: -7.343 -0.353 2.148  -0.046
H: -7.775 -1.205 2.270  0.033
H: -7.968 0.295 2.491  0.058
O: 3.769 3.545 -0.167  -0.053
H: 4.168 4.235 0.376  0.062
H: 3.546 3.987 -0.995  0.011
O: 4.032 -1.862 2.944  -0.049
H: 3.111 -2.090 3.129  0.009
H: 4.528 -2.667 3.130  0.017
O: -2.008 0.763 -6.850  -0.088
H: -2.427 0.338 -6.094  0.012
H: -1.070 0.616 -6.668  -0.054
O: 5.199 -3.339 -0.474  -0.091
H: 4.646 -2.702 -0.958  -0.069
H: 4.553 -3.790 0.081  0.032
O: -7.195 3.368 0.993  -0.077
H: -6.625 4.052 1.368  0.007
H: -7.372 3.662 0.094  -0.010
O: -8.681 -0.422 -2.411  -0.055
H: -9.431 -0.940 -2.716  0.013
H: -8.702 0.382 -2.943  0.019
O: -4.591 4.402 1.029  -0.075
H: -3.884 3.921 1.486  0.005
H: -4.372 4.303 0.095  0.003
O: 5.846 -4.566 2.020  -0.058
H: 6.170 -3.777 1.563  0.034
H: 5.794 -5.231 1.327  0.038
O: -7.584 3.662 -2.062  -0.045
H: -6.882 3.260 -2.589  0.021
H: -8.235 3.940 -2.713  0.058
O: 0.126 1.036 3.454  -0.050
H: -0.628 0.573 3.062  0.008
H: 0.656 0.339 3.856  0.031
O: -1.748 -2.501 -5.882  -0.055
H: -2.467 -3.004 -6.282  0.014
H: -1.196 -3.166 -5.458  0.044
O: 8.556 3.053 3.216  -0.064
H: 7.862 2.432 2.960  0.000
H: 8.383 3.832 2.676  0.043
O: 4.180 -7.013 3.598  -0.046
H: 4.511 -6.233 3.137  0.011
H: 4.111 -7.681 2.909  0.041
O: -2.467 4.121 -0.996  -0.050
H: -2.159 4.871 -0.477  0.058
H: -2.682 4.496 -1.858  0.043
O: -5.712 -1.407 8.084  -0.072
H: -4.969 -1.829 8.525  0.030
H: -5.492 -1.488 7.146  -0.005
O: 6.572 -3.904 -3.329  -0.063
H: 6.705 -4.813 -3.621  0.011
H: 6.229 -3.988 -2.431  -0.003
O: -3.323 2.939 3.126  -0.055
H: -3.767 2.077 3.161  0.010
H: -3.950 3.538 3.546  0.048
O: -7.559 -2.582 4.299  -0.043
H: -7.990 -3.434 4.424  0.043
H: -8.179 -1.945 4.667  0.044
O: 8.635 -0.571 3.493  -0.036
H: 8.939 -1.425 3.169  0.053
H: 9.440 -0.109 3.754  0.063
O: 8.044 -6.449 -2.564  -0.059
H: 8.323 -5.678 -2.058  0.037
H: 8.665 -7.143 -2.326  0.036
O: 4.066 -9.561 5.676  -0.052
H: 3.404 -10.178 5.351  0.041
H: 3.875 -8.735 5.213  0.011
O: 2.322 3.961 2.314  -0.064
H: 2.597 3.378 1.593  -0.022
H: 1.521 3.556 2.663  0.030
O: 9.155 -2.692 5.719  -0.067
H: 8.505 -2.103 5.315  0.009
H: 8.643 -3.258 6.303  0.035
O: -5.046 5.531 -2.233  -0.042
H: -5.879 5.041 -2.233  0.004
H: -5.220 6.316 -2.760  0.040
O: 4.210 1.443 5.394  -0.059
H: 4.950 1.303 4.793  0.009
H: 3.488 1.689 4.806  0.024
O: 4.001 -7.393 8.151  -0.061
H: 4.315 -6.597 7.713  0.031
H: 3.937 -8.049 7.446  -0.003
O: -4.695 -2.579 -7.101  -0.051
H: -5.512 -2.266 -6.703  0.036
H: -4.108 -1.813 -7.066  0.029
O: 0.933 -0.216 -7.970  -0.095
H: 0.320 0.217 -8.573  0.036
H: 1.804 0.084 -8.246  0.037
O: -11.728 -0.357 -2.447  -0.048
H: -12.220 -1.182 -2.397  0.039
H: -12.344 0.314 -2.139  0.040
O: 4.043 4.872 -6.975  -0.087
H: 3.562 4.382 -6.295  -0.092
H: 4.967 4.721 -6.749  0.036
O: 6.143 6.415 -8.809  -0.059
H: 6.369 5.729 -9.444  0.032
H: 5.328 6.103 -8.400  0.001
O: 6.599 4.916 4.017  -0.069
H: 5.679 4.739 4.238  0.035
H: 7.076 4.116 4.281  0.008
O: -6.902 1.560 -3.941  -0.054
H: -6.026 1.368 -3.555  0.023
H: -6.863 1.190 -4.827  0.053
O: -0.137 -4.268 0.858  -0.064
H: 0.337 -3.513 1.228  -0.012
H: -0.417 -3.964 -0.012  0.023

Net charge: -1
E_LUMO, Ha: 0.0459
Energy, Ha: -8849.5202
Multiplicity: 1
Largest force on an atom, eV/A: 1.38
HOMO energy, eV: -5.8658
Frontier orbital gap, eV: 7.116